(1)
C19H26F4IN3O5 | the ωB97M-V functional and the def2-TZVPD basis

```
58
C19H26F4IN3O5 | OMol25 | the ωB97M-V functional and the def2-TZVPD basis
I -2.21550 -0.47851 -4.09772
F 0.92518 2.92031 -2.44397
F -2.51243 -2.38914 2.38826
F 3.96669 1.68568 -3.30260
F 2.22115 2.87616 0.12349
O -4.97616 0.03730 -3.03799
O 4.33352 2.15745 -0.37545
O 2.69694 -0.24510 -3.37304
O 1.16907 -1.38977 0.00354
O -4.06047 4.19384 0.25775
N 0.24001 1.88494 -1.87430
N -1.06815 2.03561 -1.97376
N 2.50134 0.92834 -1.36725
C 1.30833 -4.38209 1.15483
C 1.02822 0.86995 -1.30014
C -1.13484 -0.24878 -0.58476
C 2.56934 -2.11474 1.94036
C 3.06514 0.75625 -2.70106
C 3.46506 -3.57245 -0.16437
C -3.78336 0.26521 -2.72219
C -2.19802 -1.12443 1.73087
C 0.42213 -0.34327 -0.57668
C -3.41587 -0.11745 2.13538
C -2.86691 4.78184 0.26767
C -1.69858 0.96161 -1.32672
C 1.24023 -1.29613 1.46138
C 2.69098 -3.57302 1.27108
C 3.11925 1.95792 -0.54481
C -2.66056 5.43913 -1.11361
C -2.08134 -1.32387 0.11586
C 3.91933 -1.24055 1.83448
C -3.32424 1.04019 -1.38879
H 2.81683 -4.14201 -0.93179
H -2.68944 5.58977 1.00155
H -3.11417 -1.44736 -0.35540
H 0.58223 -4.18578 2.04082
H 4.45667 -4.15574 -0.09291
H -1.25028 -0.62557 2.17455
H -3.63242 2.15815 -1.50111
H -3.42137 6.19824 -1.32056
H 4.82191 -1.92548 2.09069
H -3.81981 0.67588 -0.42751
H -4.44069 -0.53145 1.83930
H -2.67990 4.70122 -1.92330
H 0.71033 -4.05812 0.21193
H -1.68276 5.93713 -1.14746
H -1.96960 4.14405 0.41989
H 3.89439 -0.38965 2.61160
H -1.55184 -2.35164 -0.01225
H -3.16597 0.87838 1.58903
H 2.39626 -2.29655 3.07596
H 0.35374 -1.92421 1.87134
H -3.32762 0.13260 3.25919
H 3.65878 -2.52248 -0.57173
H 1.25704 -0.22862 1.87436
H 1.44446 -5.51461 1.06518
H 4.09575 -0.87422 0.76551
H 3.37196 -4.19438 1.97740
```

## Properties
E_tot = -1976.71707 Eh
HOMO = -6.071 eV
Net charge = 0

Mulliken population analysis, charges in e, atoms 1 to 8: I 0.00; F -0.24; F -0.40; F -0.21; F -0.21; O -0.48; O -0.47; O -0.42

(2)
C19H26F6N9NiO5S3 | the ωB97M-V functional and the def2-TZVPD basis

```
69
C19H26F6N9NiO5S3 | OMol25 | the ωB97M-V functional and the def2-TZVPD basis
Ni -1.21453 0.72486 0.66801
S -1.25435 -0.28169 -2.77614
S 1.85791 0.46168 2.09950
S -1.75252 -1.86076 -0.49960
F 0.73646 -0.03704 -4.43232
F 1.24203 0.44935 -2.38033
F 0.99266 -1.62242 -2.97788
F -3.36133 -3.24814 -2.08289
F -4.10431 -2.86596 -0.09457
F -4.09689 -1.27058 -1.55873
O -1.85675 -1.36903 -3.47664
O -0.90598 -2.99221 -0.72729
O -1.99727 -1.45673 0.87668
O -1.13830 2.12607 2.85567
O -1.59133 1.07568 -3.06497
N -2.70160 1.91172 -0.13329
N 0.06394 -1.61790 2.95083
N -1.28703 1.12568 2.28192
N -0.03454 2.10439 -0.10295
N 1.03005 -3.25187 1.61816
N -1.29614 -0.50258 -1.18657
N 3.35937 2.15624 0.91139
N 1.31809 2.30862 -0.03775
N 1.48770 -0.99608 1.22609
C 3.86247 3.32351 0.19647
C 0.54269 -0.37973 -3.16872
C -3.44416 -2.34751 -1.12929
C 0.06432 4.05118 -1.57054
C -4.84420 2.44548 -1.02150
C 0.84018 -1.97427 1.92473
C -4.01084 1.70594 -0.19677
C -4.27967 3.43847 -1.79841
C 0.12096 -4.27185 2.15973
C -0.65566 2.96660 -0.84041
C 2.08200 1.72151 0.80338
C -0.23506 -3.94331 3.59580
C 4.28606 2.99979 -1.22915
C -0.82217 -2.55031 3.64922
C -2.90988 3.64870 -1.74078
C 2.31153 -1.37466 0.06835
C 3.05857 -2.65168 0.37906
C -2.14073 2.85309 -0.90826
C 2.01945 -3.71865 0.64249
H 4.00488 1.57223 1.41530
H 4.69967 3.71543 0.77320
H -1.80247 -2.52630 3.16965
H 0.29083 4.86739 -0.87968
H -0.51948 4.44910 -2.39271
H 2.47897 -4.61534 1.05916
H 4.65197 3.89831 -1.72535
H -2.46188 4.40638 -2.36282
H -5.90483 2.24130 -1.04138
H 3.44425 2.60746 -1.79940
H -4.40591 0.92630 0.44294
H -0.76478 -4.33177 1.52395
H 2.96809 -0.54090 -0.16891
H 3.69556 -2.50978 1.25592
H 1.64545 -1.53169 -0.77746
H 1.49580 -3.99367 -0.27649
H -4.89200 4.04175 -2.45463
H 0.64560 -5.22339 2.09846
H 5.08712 2.25977 -1.23939
H 1.01002 3.67482 -1.95050
H 0.65765 -4.00563 4.22113
H -0.23897 -0.65297 2.94611
H -0.92647 -2.20252 4.67546
H -0.95973 -4.66262 3.97406
H 3.68940 -2.94849 -0.45744
H 3.07005 4.07116 0.19912
```

## Properties
E_tot = -4910.42018 Eh
HOMO (alpha / beta) = -10.927 / -10.935 eV
Energy above the lowest of the compared OMol25 structures with the same formula, charge and spin = 0.0 kJ/mol
Net charge = +1

Mulliken population analysis, charges in e, atoms 1 to 8: Ni 0.00; S 0.84; S -0.26; S 1.09; F -0.22; F -0.19; F -0.23; F -0.17

(3)
C19H26I2IrNO4PS3Te | the ωB97M-V functional and the def2-TZVPD basis

```
58
C19H26I2IrNO4PS3Te | OMol25 | the ωB97M-V functional and the def2-TZVPD basis
Ir 0.14950 0.24308 0.11065
I -6.29204 -3.43289 -0.43795
I -2.48914 -1.18819 -4.39440
Te 1.32057 3.59196 3.84087
S 1.59934 -1.87024 0.01694
S 3.89135 -1.60221 -2.97885
S 2.29348 1.20524 -1.11346
P 0.24531 2.16023 2.36284
O 0.18692 2.67913 0.81697
O -1.31664 1.92209 2.65221
O 0.83338 0.74717 2.08671
O -1.11817 -0.36805 -1.61207
N -1.67768 -0.85162 0.92563
C -4.53065 -2.42713 -0.78847
C -1.69491 3.87814 -0.13026
C -3.94549 -2.23920 1.66796
C 3.13324 1.08628 -2.72481
C -2.15969 -1.00680 -1.38791
C 1.40041 -2.19063 -1.76259
C -3.02232 -1.50184 -2.43172
C -3.69423 -1.99602 0.30644
C 2.97737 -0.15960 -3.58886
C 2.57154 -2.76855 -2.52945
C -2.53330 -1.29586 -0.00317
C -3.05541 -1.79308 2.61278
C -2.13881 1.65390 4.92677
C 3.35996 0.37350 0.08526
C -1.91662 -1.09326 2.20629
C -4.18283 -2.18415 -2.11390
C 3.24707 -1.14499 0.22033
C -0.30093 3.99428 0.44131
C -2.07365 2.55557 3.71870
H 4.39100 0.65214 -0.13653
H -1.69059 3.32794 -1.07500
H 2.18340 -3.21461 -3.44488
H 1.92950 -0.41490 -3.74568
H 3.07654 0.84967 1.02350
H 0.40893 4.37577 -0.28849
H 4.18386 1.26960 -2.49889
H -4.83648 -2.78028 1.96233
H -3.22212 -1.97454 3.66612
H 1.04356 -1.28526 -2.23598
H 2.75713 1.95893 -3.26404
H -2.62013 0.70121 4.68496
H -2.72111 2.13660 5.71538
H -4.82714 -2.53336 -2.90995
H -0.26302 4.63965 1.31725
H -1.60576 3.50382 3.96932
H 3.90558 -1.65821 -0.47562
H -1.18805 -0.71482 2.91335
H 3.39297 0.06931 -4.57106
H 0.57455 -2.90814 -1.77670
H -2.10127 4.87457 -0.31575
H 3.53575 -1.43151 1.23204
H 3.07504 -3.56001 -1.97202
H -3.06128 2.74736 3.30330
H -1.13402 1.46406 5.31043
H -2.35439 3.36198 0.57166
```

## Properties
E_tot = -3598.75168 Eh
HOMO (alpha / beta) = -9.599 / -9.661 eV
Energy above the lowest of the compared OMol25 structures with the same formula, charge and spin = 146.8 kJ/mol
Net charge = +1
<S²> = 6.046
Spin multiplicity = 5

Mulliken population analysis, charges in e, atoms 1 to 8: Ir 1.58; I 0.22; I 0.14; Te -0.09; S -0.12; S -0.14; S 0.14; P -0.16